No. 1
The following is a quantum chemistry calculation of C9H17ClI2IrN2OP as an isolated structure at a distorted geometry, from the Open Molecules 2025 dataset.

The value obtained for the energy is -2037.961850 a.u. The HOMO-LUMO gap (spin up / spin down) is 8.6 / 5.6 eV. The HOMO energy (spin up / spin down) comes out at -18.8 / -20.0 eV.

ORCA input file:
```
! wB97M-V def2-TZVPD RIJCOSX def2/J DEFGRID3
* xyz 3 6
I 1.870 -3.698 -1.450
I -0.737 -3.765 -0.811
Ir -0.120 -0.201 -0.009
P 0.078 0.398 -2.042
C -1.478 0.656 -2.899
C 0.874 1.987 -2.367
H 1.924 -0.980 -2.703
H 0.894 -0.515 -4.089
H 0.378 -1.791 -2.944
C 0.899 -0.835 -3.047
H 1.889 2.012 -1.964
H 0.920 2.148 -3.449
H -1.270 0.922 -3.935
H -2.037 1.473 -2.437
H 0.290 2.801 -1.922
H -2.080 -0.253 -2.886
C -1.955 -0.328 -0.131
O -3.113 -0.358 -0.374
Cl 2.260 -0.157 -0.129
C 1.903 -2.017 4.588
C 0.980 -1.184 3.808
C -0.084 -0.366 4.189
C -0.625 0.190 3.006
N 0.086 -0.352 1.974
N 1.043 -1.152 2.478
C -1.704 1.177 2.846
H 2.433 -1.377 5.296
H 1.329 -2.756 5.155
H 2.617 -2.522 3.926
H -0.436 -0.165 5.181
H 1.730 -1.637 1.889
H -2.667 0.711 3.126
H -1.537 2.026 3.533
H -1.763 1.581 1.817
*
```

=====

No. 2
The following is a quantum chemistry calculation of C2H4BrNO2 as an isolated structure at a distorted geometry, from the Open Molecules 2025 dataset.

The value obtained for the energy is -2857.640350 a.u. The HOMO-LUMO gap (spin up / spin down) is 6.5 / 6.5 eV. The HOMO energy (spin up / spin down) comes out at -9.7 / -9.7 eV.

ORCA input file:
```
! wB97M-V def2-TZVPD RIJCOSX def2/J DEFGRID3
* xyz 0 1
C -0.662 0.330 -0.201
C -0.654 -0.831 0.546
N -1.073 -2.070 -0.001
O -1.678 -2.764 0.821
O -1.046 -2.218 -1.239
Br -3.751 0.568 -0.037
H -0.396 0.133 -1.305
H -0.308 1.320 0.373
H -1.855 0.410 -0.424
H -0.607 -0.766 1.656
*
```

=====

No. 3
The following is a quantum chemistry calculation of a 2-piece molecular cluster, CH2N4O3 overall at a distorted geometry, from the Open Molecules 2025 dataset.

The value obtained for the energy is -483.819968 a.u. The SMILES is N#C/N=N\[N+](=O)[O-].O. The HOMO-LUMO gap is 8.5 eV. The HOMO energy comes out at -10.3 eV.

ORCA input file:
```
! wB97M-V def2-TZVPD RIJCOSX def2/J DEFGRID3
* xyz 0 1
N 1.059 2.479 0.457
C 0.020 2.021 0.301
N -1.109 1.725 -0.262
N -1.731 0.736 -0.469
N -1.147 -0.576 0.368
O -0.459 -0.246 1.280
O -1.580 -1.595 -0.042
O 1.354 -1.705 -0.300
H 2.112 -0.945 -0.155
H 1.481 -1.894 -1.178
*
```

=====

No. 4
The following is a quantum chemistry calculation of C17H31AsBN3O11S6TcTe as an isolated structure at a distorted geometry, from the Open Molecules 2025 dataset.

The value obtained for the energy is -6657.022298 a.u. The HOMO-LUMO gap (spin up / spin down) is 5.7 / 5.7 eV. The HOMO energy (spin up / spin down) comes out at -4.4 / -4.4 eV.

ORCA input file:
```
! wB97M-V def2-TZVPD RIJCOSX def2/J DEFGRID3
* xyz -1 1
Tc 0.139 -1.718 -0.543
S -2.730 1.598 -3.266
As -2.973 1.190 -1.294
S -1.777 -2.032 -1.683
S -3.244 -0.874 -0.716
S -3.494 2.431 0.219
C -3.498 -0.855 2.898
C -2.539 -1.608 3.811
C -3.328 -2.547 4.713
O -1.708 -2.424 2.969
B -0.435 -1.928 2.947
O -0.272 -0.880 3.825
C -1.504 -0.695 4.566
C -1.865 0.785 4.536
C -1.210 -1.121 5.998
H -4.080 -1.585 2.337
H -2.971 -0.238 2.178
H -4.190 -0.231 3.465
H -3.950 -3.188 4.090
H -3.983 -1.989 5.383
H -2.680 -3.185 5.309
H -1.997 1.138 3.519
H -1.071 1.360 5.015
H -2.790 0.974 5.082
H -0.843 -2.145 6.037
H -2.092 -1.045 6.633
H -0.435 -0.472 6.406
C 0.149 2.178 1.664
S 0.101 0.918 0.442
O -0.332 1.547 -0.808
O 1.418 0.300 0.365
O -0.872 -0.105 0.879
H 0.986 2.832 1.430
H 0.296 1.704 2.628
H -0.795 2.717 1.610
C -0.395 -5.902 -1.081
O -0.453 -4.571 -0.591
C 0.347 -3.662 -1.234
O 0.995 -4.037 -2.192
H -1.000 -6.494 -0.397
H 0.628 -6.278 -1.101
H -0.803 -5.972 -2.091
Te 1.129 -2.840 1.739
C -0.176 5.074 -3.567
C 0.572 3.867 -3.044
S 2.326 4.000 -3.289
O 2.838 5.049 -2.443
O 2.592 4.034 -4.709
C 2.945 2.443 -2.645
C 3.117 1.345 -3.698
N 2.928 0.048 -3.048
C 1.693 -0.489 -2.865
N 1.721 -1.419 -1.920
C 3.006 -1.539 -1.491
C 3.761 -0.641 -2.184
N 5.149 -0.373 -2.033
O 5.776 -1.102 -1.299
O 5.624 0.569 -2.648
C 0.463 -0.084 -3.578
H -1.239 4.914 -3.386
H -0.020 5.204 -4.637
H 0.135 5.983 -3.054
H 0.259 2.959 -3.554
H 0.414 3.720 -1.976
H 2.221 2.113 -1.895
H 3.881 2.667 -2.134
H 4.088 1.391 -4.175
H 2.355 1.424 -4.471
H 3.298 -2.218 -0.711
H 0.673 0.254 -4.591
H -0.071 0.695 -3.025
H -0.207 -0.940 -3.626
*
```